Entry 1:
3 unconnected molecules or ions with the total composition C12H17N3 at a distorted geometry. Source: the Open Molecules 2025 dataset; level of theory: ωB97M-V/def2-TZVPD.

Geometry as XYZ:
```
32
Properties=species:S:1:pos:R:3:forces:R:3:lowdin_charge:R:1
C 0.42899 -0.98618 1.93830 0.3 0.6 -0.6 -0.143
C 0.93842 0.47090 2.07102 0.2 -0.7 0.1 -0.314
C 1.81984 0.68163 3.32061 -0.8 -0.1 -0.9 -0.333
C 1.15891 0.18615 4.51155 -2.5 -1.5 4.5 -0.276
N 0.57710 -0.22561 5.47552 2.6 1.7 -4.1 0.100
H 1.27103 -1.66009 2.09611 0.0 -0.1 0.4 0.055
H 0.14322 -1.21067 0.91066 -0.3 0.3 -0.1 0.032
H -0.40536 -1.26207 2.58316 0.2 0.2 0.2 0.062
H 0.19543 1.26612 2.01026 -0.3 -0.4 0.1 0.085
H 1.66059 0.69289 1.28535 -0.1 -0.1 -0.6 0.042
H 1.97048 1.76116 3.31738 0.4 0.1 0.7 0.076
H 2.74298 0.13671 3.12323 0.2 0.1 0.4 0.076
N -3.50506 3.08993 -0.01443 0.4 0.2 -1.4 -0.005
C -2.45894 2.25162 0.03428 1.1 -0.7 0.9 -0.210
C -1.29373 2.91882 -0.31920 -0.8 -1.1 0.1 -0.139
C -1.71623 4.17069 -0.83498 0.5 0.2 0.3 -0.150
C -3.05673 4.23170 -0.66368 -2.4 0.6 1.1 -0.185
H -4.38995 2.80599 0.38109 -0.1 0.6 -0.6 0.132
H -2.69003 1.22238 0.26590 0.6 0.0 0.5 0.092
H -0.31989 2.50528 -0.10233 0.1 0.1 -0.7 0.064
H -1.13507 5.00036 -1.20955 0.1 -0.2 0.0 0.084
H -3.79676 5.00979 -0.77914 0.4 0.3 -0.3 0.091
N 0.80179 -4.09394 -3.71145 -1.3 0.0 0.7 -0.020
C 2.05328 -3.59060 -3.61019 1.1 -0.8 -1.5 -0.210
C 2.15187 -2.66369 -2.62013 -0.5 -0.4 0.0 -0.163
C 0.85612 -2.58087 -2.05354 -0.6 -1.4 -0.9 -0.113
C 0.01619 -3.51671 -2.75335 1.4 2.6 2.2 -0.166
H 0.52169 -4.87539 -4.28675 0.1 0.3 0.0 0.133
H 2.73572 -3.96606 -4.35832 0.4 0.2 0.3 0.096
H 3.06310 -2.17690 -2.30537 -0.2 0.2 -0.1 0.068
H 0.68319 -1.93178 -1.20786 -0.7 -0.2 -0.1 0.058
H -1.02219 -3.66159 -2.49417 0.1 -0.5 -0.6 0.080
```
Positions in Å, forces in eV/Å.

Results
Multiplicity: 2
Lowest unoccupied orbital energy (alpha / beta): 3.00 / 2.93 eV
Kohn-Sham gap (alpha / beta): 1.982 / 8.598 eV
Charge: -1

=====

Entry 2:
5 unconnected molecules or ions with the total composition H10O5. Source: the Open Molecules 2025 dataset; level of theory: ωB97M-V/def2-TZVPD.

Geometry as XYZ:
```
15
Properties=species:S:1:pos:R:3:forces:R:3:lowdin_charge:R:1
O 9.25719 -10.97167 13.57440 -0.3 -0.3 0.0 -0.044
H 8.42415 -11.37587 13.29634 0.1 0.2 0.0 0.057
H 8.99805 -10.16923 14.04196 0.1 -0.1 0.0 0.060
O 12.32025 -10.46538 8.96516 -0.1 -0.3 0.3 -0.087
H 12.88953 -9.90782 9.50416 -0.1 0.0 0.0 0.024
H 11.73249 -10.92076 9.60264 0.1 0.4 -0.3 -0.007
O 10.13214 -11.32819 10.65668 -0.1 -0.3 0.3 -0.065
H 10.20110 -11.51676 11.60466 0.0 0.3 -0.2 0.023
H 9.34231 -11.81168 10.35541 0.2 0.1 -0.1 0.006
O 8.03774 -12.70003 9.19096 0.1 0.0 -0.1 -0.051
H 8.59634 -13.42435 8.87922 -0.1 0.1 0.0 0.060
H 7.97716 -12.09435 8.44040 0.0 -0.1 0.1 0.062
O 10.53736 -13.67256 14.47352 -0.2 -0.1 -0.1 -0.062
H 9.95597 -13.00748 14.07895 0.2 0.0 0.2 -0.009
H 9.98958 -14.45865 14.57855 0.1 0.1 0.0 0.033
```
Positions in Å, forces in eV/Å.

Results
SMILES: O.O.O.O.O
ΔE to the lowest compared entry with this formula, charge and spin: 20.8 kcal/mol
Lowest unoccupied orbital energy: 0.26 eV
Kohn-Sham gap: 10.800 eV

=====

Entry 3:
A single C5H9NOS molecule at a distorted geometry. Source: the Open Molecules 2025 dataset; level of theory: ωB97M-V/def2-TZVPD.

Geometry as XYZ:
```
17
Properties=species:S:1:pos:R:3:forces:R:3:lowdin_charge:R:1
C -3.02394 -0.45451 -0.60515 0.0 0.1 -0.9 -0.129
O -1.82060 0.00322 -1.18406 1.8 -0.1 0.2 -0.206
N -0.65171 -0.43298 -0.34690 -0.4 -2.2 -3.1 -0.039
C 0.60068 0.10890 -0.91010 -1.8 -1.1 -3.1 -0.268
C 1.89071 -0.27038 -0.33843 1.7 -1.2 -1.0 -0.086
C 2.38081 -0.14075 0.89490 -0.2 0.3 0.0 -0.181
C 1.70927 0.62243 1.89667 -0.2 1.7 1.2 -0.578
S 0.33167 1.44703 1.67775 -0.5 0.6 0.7 0.782
H -2.91484 -1.35538 -0.07237 0.7 -1.8 0.2 0.051
H -3.64900 -0.68039 -1.52239 0.0 0.8 1.6 0.115
H -3.35336 0.15694 0.25260 -0.6 0.8 -1.0 0.086
H -0.86846 0.02894 0.46156 -0.2 1.4 2.6 -0.054
H 0.51072 1.15088 -0.96733 0.2 2.2 0.5 0.078
H 0.62411 -0.09829 -2.04773 -0.3 -0.4 1.8 0.151
H 2.64991 -0.66962 -1.07243 -1.1 0.4 0.7 0.131
H 3.40606 -0.40393 1.04497 0.4 -0.3 0.3 0.095
H 2.17797 0.98788 2.83845 0.4 -1.1 -0.7 0.050
```
Positions in Å, forces in eV/Å.

Results
SMILES: CONC/C=C\C=S
ΔE to the lowest compared entry with this formula, charge and spin: 121.6 kcal/mol
Lowest unoccupied orbital energy: -0.92 eV
Kohn-Sham gap: 7.588 eV